C44H56N8O12 | wB97M-V/def2-TZVPD

The energy above the lowest of the compared OMol25 structures with the same formula, charge and spin is 12.4 kcal/mol. Its total charge is 0. As for the gap between HOMO and LUMO: 9.569 eV. The strongest force on any atom comes out at 0.0683 Eh/bohr.

Each atom is followed by the atoms it is bonded to, with distances in Å.
Atoms and positions in Å:
1 C 4.34536 5.22361 0.88215  C2 1.489, H8 1.114, H9 1.105, H10 1.110
2 C 3.94845 3.81236 0.61973  C1 1.489, C3 1.507, O7 1.516, H11 1.109
3 C 3.99482 3.21544 -0.76288  C2 1.507, O4 1.416, H12 1.121, H13 1.105
4 O 4.04943 1.82456 -0.50426  C3 1.416, C5 1.431
5 C 4.73669 1.69197 0.74427  O4 1.431, O6 1.178, O7 1.347
6 O 4.94698 0.64331 1.23913  C5 1.178
7 O 4.87209 2.87531 1.37294  C2 1.516, C5 1.347
8 H 4.06167 5.47151 1.93015  C1 1.114
9 H 3.73434 5.89527 0.25200  C1 1.105
10 H 5.39745 5.53090 0.70422  C1 1.110
11 H 2.92097 3.53468 0.93228  C2 1.109
12 H 4.85438 3.58216 -1.38147  C3 1.121
13 H 3.05532 3.43613 -1.30193  C3 1.105
14 C -4.68785 1.31960 2.09116  C15 1.516, H21 1.066, H22 1.071, H23 1.058
15 C -3.55881 2.31294 1.90293  C14 1.516, C16 1.503, O20 1.446, H24 1.072
16 C -2.39648 1.54890 1.33428  C15 1.503, O17 1.418, H25 1.115, H26 1.110
17 O -2.56808 1.82839 -0.04510  C16 1.418, C18 1.314
18 C -3.43737 2.77729 -0.31029  O17 1.314, O19 1.176, O20 1.343
19 O -3.69663 3.24693 -1.35672  C18 1.176
20 O -3.96762 3.21014 0.84543  C15 1.446, C18 1.343
21 H -5.60556 1.79928 2.34338  C14 1.066
22 H -4.39104 0.56330 2.78838  C14 1.071
23 H -4.91464 0.89608 1.14890  C14 1.058
24 H -3.36665 2.91343 2.76977  C15 1.072
25 H -2.61025 0.49032 1.61267  C16 1.115
26 H -1.43476 1.94083 1.72615  C16 1.110
27 C -0.08072 -1.09221 4.82207  C28 1.545, H34 1.160, H35 1.093, H36 1.114
28 C -1.36420 -1.91632 4.57576  C27 1.545, C29 1.577, O33 1.426, H37 1.104
29 C -2.28013 -1.60724 3.32953  C28 1.577, O30 1.452, H38 1.042, H39 1.123
30 O -2.80448 -2.89841 2.92298  C29 1.452, C31 1.334
31 C -1.98596 -3.80229 3.46320  O30 1.334, O32 1.182, O33 1.334
32 O -2.02837 -4.93731 3.13577  C31 1.182
33 O -1.09302 -3.29153 4.31305  C28 1.426, C31 1.334
34 H 0.30038 -1.35580 5.88516  C27 1.160
35 H -0.05410 -0.02205 4.60265  C27 1.093
36 H 0.69504 -1.56525 4.17806  C27 1.114
37 H -2.11279 -1.93073 5.38642  C28 1.104
38 H -1.68908 -1.19094 2.57870  C29 1.042
39 H -3.14629 -0.93819 3.58113  C29 1.123
40 C 3.40470 -1.22139 -2.67000  C41 1.568, H47 1.086, H48 1.109, H49 1.110
41 C 4.28090 -1.44322 -1.38925  C40 1.568, C42 1.465, O46 1.428, H50 1.078
42 C 4.22766 -2.86674 -1.04919  C41 1.465, O43 1.433, H51 1.087, H52 1.141
43 O 5.51326 -3.35766 -1.44867  C42 1.433, C44 1.319
44 C 6.27861 -2.35035 -1.82154  O43 1.319, O45 1.198, O46 1.338
45 O 7.33774 -2.43577 -2.37474  C44 1.198
46 O 5.66688 -1.17876 -1.61218  C41 1.428, C44 1.338
47 H 2.37573 -1.46509 -2.42162  C40 1.086
48 H 3.86432 -1.85028 -3.45993  C40 1.109
49 H 3.59194 -0.19969 -3.06120  C40 1.110
50 H 3.95062 -0.83507 -0.56309  C41 1.078
51 H 3.44510 -3.33479 -1.64055  C42 1.087
52 H 3.96246 -2.97934 0.05488  C42 1.141
53 C -3.78136 -1.87583 -0.35628  C54 1.419, C58 1.404, H59 1.086
54 C -2.39162 -1.72601 -0.11344  C53 1.419, C55 1.399, H60 1.046
55 C -1.65291 -2.90057 0.06161  C54 1.399, N56 1.342, H61 1.121
56 N -2.16512 -4.13608 -0.04873  C55 1.342, C57 1.309
57 C -3.45011 -4.28195 -0.24872  N56 1.309, C58 1.379, H62 1.102
58 C -4.27244 -3.18903 -0.42123  C53 1.404, C57 1.379, H63 1.050
59 H -4.44228 -1.02791 -0.51001  C53 1.086
60 H -1.99568 -0.75919 -0.06748  C54 1.046
61 H -0.57187 -2.84375 0.35106  C55 1.121
62 H -3.78690 -5.32957 -0.31330  C57 1.102
63 H -5.30716 -3.32172 -0.54300  C58 1.050
64 C -1.76923 -5.02475 -4.28481  C65 1.379, C69 1.391, H70 1.124
65 C -1.94281 -3.67844 -4.04126  C64 1.379, C66 1.371, H71 1.103
66 C -0.95656 -2.98555 -3.38840  C65 1.371, N67 1.326, H72 1.075
67 N 0.23883 -3.44568 -3.04686  C66 1.326, C68 1.316
68 C 0.49495 -4.68090 -3.42274  N67 1.316, C69 1.404, H73 1.154
69 C -0.47715 -5.48005 -4.04453  C64 1.391, C68 1.404, H74 1.110
70 H -2.53229 -5.59415 -4.88172  C64 1.124
71 H -2.85061 -3.12294 -4.32995  C65 1.103
72 H -1.23714 -1.96341 -3.21177  C66 1.075
73 H 1.53411 -5.12603 -3.19344  C68 1.154
74 H -0.17058 -6.53162 -4.22525  C69 1.110
75 C 0.70512 -0.15446 -0.50104  C76 1.371, C80 1.399, H81 1.079
76 C 0.58300 1.20349 -0.35414  C75 1.371, C77 1.401, H82 1.123
77 C 1.09261 1.70374 0.85171  C76 1.401, N78 1.382, H83 1.102
78 N 1.69146 0.91985 1.81947  C77 1.382, C79 1.316
79 C 1.64947 -0.38828 1.67739  N78 1.316, C80 1.376, H84 1.133
80 C 1.33566 -0.95011 0.46160  C75 1.399, C79 1.376, H85 1.048
81 H 0.44129 -0.64577 -1.42459  C75 1.079
82 H 0.02766 1.86018 -1.07699  C76 1.123
83 H 1.01352 2.77433 1.10263  C77 1.102
84 H 2.03737 -0.98340 2.55983  C79 1.133
85 H 1.23587 -1.98690 0.34159  C80 1.048
86 C -0.51215 1.29173 -3.72345  C87 1.408, C91 1.381, H92 1.085
87 C -1.83013 1.23989 -3.23148  C86 1.408, C88 1.395, H93 1.086
88 C -2.72397 0.31883 -3.77690  C87 1.395, N89 1.356, H94 1.064
89 N -2.41910 -0.53065 -4.78902  C88 1.356, C90 1.353
90 C -1.14140 -0.55345 -5.23249  N89 1.353, C91 1.410, H95 1.072
91 C -0.20651 0.35154 -4.68835  C86 1.381, C90 1.410, H96 1.069
92 H 0.25724 1.91057 -3.27464  C86 1.085
93 H -2.16831 1.83619 -2.38889  C87 1.086
94 H -3.70853 0.26248 -3.37718  C88 1.064
95 H -0.93445 -1.21935 -6.04719  C90 1.072
96 H 0.79656 0.33947 -5.05904  C91 1.069
97 C 2.28668 3.24095 3.95295  C98 1.454, H100 1.093, H101 1.055, H102 1.111
98 C 0.92558 2.73025 3.92466  C97 1.454, N99 1.167
99 N -0.20575 2.44413 3.95290  C98 1.167
100 H 2.69590 3.36693 4.95905  C97 1.093
101 H 2.27962 4.20914 3.53394  C97 1.055
102 H 2.99285 2.59800 3.38439  C97 1.111
103 C 0.95134 -5.95464 0.75079  C104 1.433, H106 1.053, H107 1.072, H108 1.088
104 C 1.08434 -4.72302 1.47061  C103 1.433, N105 1.132
105 N 1.26491 -3.83694 2.15114  C104 1.132
106 H 1.69467 -5.81162 0.01855  C103 1.053
107 H -0.01832 -6.20344 0.36614  C103 1.072
108 H 1.19107 -6.78175 1.41636  C103 1.088
109 C -2.23195 5.43369 2.92875  C110 1.416, H112 1.128, H113 1.053, H114 1.155
110 C -0.95479 5.16544 2.37830  C109 1.416, N111 1.154
111 N 0.14168 5.00025 2.05764  C110 1.154
112 H -2.36860 4.88667 3.90618  C109 1.128
113 H -2.99002 5.26499 2.21697  C109 1.053
114 H -2.25112 6.53724 3.26869  C109 1.155
115 C -1.80917 5.86815 -2.37867  C116 1.475, H118 1.096, H119 1.066, H120 1.109
116 C -0.83182 4.97941 -1.72215  C115 1.475, N117 1.151
117 N 0.00771 4.32037 -1.29229  C116 1.151
118 H -1.50932 5.96678 -3.42859  C115 1.096
119 H -1.81851 6.83246 -1.92433  C115 1.066
120 H -2.80172 5.37351 -2.37525  C115 1.109


C6H10N2O4 | wB97M-V/def2-TZVPD

The energy above the lowest of the compared OMol25 structures with the same formula, charge and spin is 141.4 kcal/mol. Its total charge is 0. As for the gap between HOMO and LUMO (spin up / spin down): 7.413 / 7.412 eV. The strongest force on any atom comes out at 0.0688 Eh/bohr.

Each atom is followed by the atoms it is bonded to, with distances in Å.
Atoms and positions in Å:
1 C 1.80506 1.05753 0.04144  C4 1.627, O9 1.213, O10 1.219
2 C -0.14852 0.43025 -1.54612  C4 1.537, C5 1.496, H13 1.148, H14 1.026
3 C -0.64137 -1.81610 0.06281  N8 1.287, H15 1.132, H16 1.085
4 C 0.92775 -0.14629 -0.61214  C1 1.627, C2 1.537, N8 1.421, H17 1.120
5 C -1.54937 0.43255 -1.02025  C2 1.496, N7 1.317, H18 1.076
6 C 0.96376 -0.93223 1.61352  N8 1.435, H19 1.143, H20 1.141, H21 1.113
7 N -2.00164 1.04554 0.05422  C5 1.317, O11 1.271, O12 1.354
8 N 0.28390 -0.96953 0.35021  C3 1.287, C4 1.421, C6 1.435
9 O 1.19498 2.03138 0.43025  C1 1.213
10 O 3.00174 0.84319 -0.05146  C1 1.219
11 O -3.22750 1.09581 0.38743  N7 1.271
12 O -1.07097 1.34999 0.98936  N7 1.354, H22 1.026
13 H 0.08895 1.50257 -1.88192  C2 1.148
14 H -0.21051 -0.19401 -2.35818  C2 1.026
15 H -1.05049 -2.32069 0.99027  C3 1.132
16 H -1.02075 -1.94447 -0.94530  C3 1.085
17 H 1.62114 -0.67978 -1.31165  C4 1.120
18 H -2.26288 0.08659 -1.74713  C5 1.076
19 H 0.74112 0.02518 2.19765  C6 1.143
20 H 0.69561 -1.78858 2.31770  C6 1.141
21 H 2.05763 -0.84166 1.42983  C6 1.113
22 H -0.19766 1.73277 0.60947  O12 1.026


Please write out number 2 again, unchanged.
C6H10N2O4 | wB97M-V/def2-TZVPD

The energy above the lowest of the compared OMol25 structures with the same formula, charge and spin is 141.4 kcal/mol. Its total charge is 0. As for the gap between HOMO and LUMO (spin up / spin down): 7.413 / 7.412 eV. The strongest force on any atom comes out at 0.0688 Eh/bohr.

Each atom is followed by the atoms it is bonded to, with distances in Å.
Atoms and positions in Å:
1 C 1.80506 1.05753 0.04144  C4 1.627, O9 1.213, O10 1.219
2 C -0.14852 0.43025 -1.54612  C4 1.537, C5 1.496, H13 1.148, H14 1.026
3 C -0.64137 -1.81610 0.06281  N8 1.287, H15 1.132, H16 1.085
4 C 0.92775 -0.14629 -0.61214  C1 1.627, C2 1.537, N8 1.421, H17 1.120
5 C -1.54937 0.43255 -1.02025  C2 1.496, N7 1.317, H18 1.076
6 C 0.96376 -0.93223 1.61352  N8 1.435, H19 1.143, H20 1.141, H21 1.113
7 N -2.00164 1.04554 0.05422  C5 1.317, O11 1.271, O12 1.354
8 N 0.28390 -0.96953 0.35021  C3 1.287, C4 1.421, C6 1.435
9 O 1.19498 2.03138 0.43025  C1 1.213
10 O 3.00174 0.84319 -0.05146  C1 1.219
11 O -3.22750 1.09581 0.38743  N7 1.271
12 O -1.07097 1.34999 0.98936  N7 1.354, H22 1.026
13 H 0.08895 1.50257 -1.88192  C2 1.148
14 H -0.21051 -0.19401 -2.35818  C2 1.026
15 H -1.05049 -2.32069 0.99027  C3 1.132
16 H -1.02075 -1.94447 -0.94530  C3 1.085
17 H 1.62114 -0.67978 -1.31165  C4 1.120
18 H -2.26288 0.08659 -1.74713  C5 1.076
19 H 0.74112 0.02518 2.19765  C6 1.143
20 H 0.69561 -1.78858 2.31770  C6 1.141
21 H 2.05763 -0.84166 1.42983  C6 1.113
22 H -0.19766 1.73277 0.60947  O12 1.026


The highest strongest force on any atom belongs to which entry? C6H10N2O4


Which formula does entry 1 have? C44H56N8O12